# 1
{"formula": "C56H110F18O28", "method": "ωB97M-V/def2-TZVPD", "elements": ["C", "O", "C", "C", "O", "C", "H", "H", "H", "H", "H", "H", "H", "H", "H", "H", "C", "O", "C", "C", "O", "C", "H", "H", "H", "H", "H", "H", "H", "H", "H", "H", "C", "O", "C", "C", "O", "C", "H", "H", "H", "H", "H", "H", "H", "H", "H", "H", "C", "O", "C", "C", "O", "C", "H", "H", "H", "H", "H", "H", "H", "H", "H", "H", "C", "O", "C", "C", "O", "C", "H", "H", "H", "H", "H", "H", "H", "H", "H", "H", "C", "O", "C", "C", "O", "C", "H", "H", "H", "H", "H", "H", "H", "H", "H", "H", "C", "O", "C", "C", "O", "C", "H", "H", "H", "H", "H", "H", "H", "H", "H", "H", "C", "O", "C", "C", "O", "C", "H", "H", "H", "H", "H", "H", "H", "H", "H", "H", "C", "C", "O", "C", "O", "C", "F", "F", "F", "H", "H", "H", "H", "H", "C", "C", "O", "C", "O", "C", "F", "F", "F", "H", "H", "H", "H", "H", "C", "C", "O", "C", "O", "C", "F", "F", "F", "H", "H", "H", "H", "H", "C", "C", "O", "C", "O", "C", "F", "F", "F", "H", "H", "H", "H", "H", "C", "C", "O", "C", "O", "C", "F", "F", "F", "H", "H", "H", "H", "H", "C", "C", "O", "C", "O", "C", "F", "F", "F", "H", "H", "H", "H", "H"], "xyz": [[13.62131, 11.96276, 17.91233], [14.08099, 13.15588, 17.27160], [14.25195, 13.16410, 15.90416], [15.43430, 12.37310, 15.38070], [15.12528, 10.98893, 15.46837], [16.21169, 10.12456, 15.18537], [13.45476, 12.16856, 18.94875], [14.31926, 11.14589, 17.88371], [12.69577, 11.62785, 17.43677], [14.42903, 14.22294, 15.65807], [13.36861, 12.86994, 15.35332], [16.36510, 12.58398, 15.98618], [15.63745, 12.57408, 14.28862], [15.85166, 9.09074, 15.30142], [17.13029, 10.25929, 15.79547], [16.54446, 10.21678, 14.17202], [20.53918, 13.30121, 27.15854], [19.53104, 13.84526, 26.33607], [19.52869, 13.36778, 25.02909], [20.39263, 14.23590, 24.06880], [21.78106, 13.92303, 24.09786], [22.44442, 14.91275, 23.39861], [20.18598, 13.51273, 28.16306], [21.50797, 13.77508, 26.99612], [20.58796, 12.23390, 26.88164], [18.50652, 13.30506, 24.68925], [19.96142, 12.35416, 24.97216], [20.24503, 15.29762, 24.26395], [20.04804, 14.09801, 23.03248], [22.17558, 14.88488, 22.32197], [23.50164, 14.78107, 23.57440], [22.09046, 15.88528, 23.79935], [12.84215, 13.98966, 21.88043], [12.30372, 14.92959, 20.95140], [13.23882, 15.47364, 20.08011], [12.55015, 16.52639, 19.26233], [11.42172, 16.10895, 18.46622], [11.46625, 14.95479, 17.68414], [13.35934, 13.19869, 21.29270], [12.03009, 13.57936, 22.45005], [13.57812, 14.52117, 22.51570], [13.80030, 14.69698, 19.52021], [13.99249, 16.03453, 20.66964], [13.25537, 17.06675, 18.61939], [12.13304, 17.24990, 19.94327], [10.64550, 15.09819, 17.01348], [11.24139, 14.03091, 18.24888], [12.47076, 14.80808, 17.28492], [9.67968, 18.45777, 15.87036], [10.97826, 18.89675, 15.47083], [11.95164, 18.61330, 16.42291], [13.26857, 19.15444, 15.88420], [14.40686, 18.80523, 16.69828], [14.87449, 17.58691, 16.23981], [8.86522, 18.72501, 15.22449], [9.36353, 18.84820, 16.83338], [9.65975, 17.37178, 15.96005], [12.08688, 17.52610, 16.56881], [11.75291, 19.11008, 17.38586], [13.28051, 20.22609, 15.85914], [13.37164, 18.83297, 14.82015], [14.06841, 16.85147, 16.17756], [15.61192, 17.19781, 16.94611], [15.31235, 17.65877, 15.23155], [18.57630, 20.74897, 13.58889], [18.05784, 20.48497, 14.86528], [19.02543, 20.41138, 15.89060], [18.30057, 20.15484, 17.21252], [17.66813, 21.29714, 17.77167], [16.39294, 21.60510, 17.22532], [19.25915, 19.94608, 13.25444], [19.15665, 21.69722, 13.64331], [17.71994, 20.83307, 12.92126], [19.55159, 21.36952, 15.84546], [19.66677, 19.53870, 15.67911], [19.00232, 19.74963, 17.91579], [17.61856, 19.32094, 16.96169], [16.57434, 21.91557, 16.22083], [15.88339, 22.31753, 17.85636], [15.78087, 20.67206, 17.21812], [24.32634, 18.33517, 22.77485], [24.23403, 17.21759, 21.92496], [25.35649, 16.88236, 21.15148], [25.24200, 15.44119, 20.80919], [25.47706, 14.69178, 21.98080], [24.94926, 13.33609, 21.93196], [25.18240, 18.27635, 23.46909], [23.41287, 18.36459, 23.35316], [24.37868, 19.29994, 22.22974], [26.33271, 16.92145, 21.67789], [25.50053, 17.45878, 20.22196], [25.90506, 15.01087, 20.06046], [24.25887, 15.18415, 20.42061], [24.95426, 12.89036, 22.91670], [25.56994, 12.85087, 21.14100], [23.95259, 13.39167, 21.54205], [22.44201, 20.06247, 18.39203], [21.79003, 19.71299, 17.18640], [22.64982, 19.19851, 16.17362], [23.90601, 20.00272, 15.94347], [23.76592, 21.39578, 15.94304], [22.72854, 21.83936, 14.97678], [23.04008, 19.22577, 18.72190], [21.68758, 20.27083, 19.11702], [23.07825, 20.92378, 18.26263], [21.98703, 19.16569, 15.32241], [22.89008, 18.14404, 16.34266], [24.35650, 19.58674, 15.02030], [24.62072, 19.79857, 16.75726], [22.91290, 22.86719, 14.69352], [21.73861, 21.69829, 15.42618], [22.80639, 21.22392, 14.04385], [23.92611, 14.03614, 17.83115], [23.86892, 13.55497, 16.49288], [23.45633, 14.45152, 15.48743], [23.23765, 13.72692, 14.16109], [24.45717, 13.66655, 13.52192], [24.35088, 12.78111, 12.41868], [23.09339, 14.68430, 18.07818], [24.85123, 14.60034, 17.99392], [23.93835, 13.24724, 18.55456], [24.23037, 15.20780, 15.31142], [22.51353, 14.94859, 15.77144], [22.46983, 14.21940, 13.53245], [22.86726, 12.73589, 14.43825], [23.87630, 11.86508, 12.75189], [25.28252, 12.49245, 11.95448], [23.73114, 13.20215, 11.62986], [21.66491, 11.42581, 21.08528], [21.22374, 12.50303, 20.11528], [20.82007, 11.91804, 18.80862], [20.51639, 12.70246, 17.82894], [20.60068, 13.90974, 17.70740], [20.02272, 11.93624, 16.59039], [19.98434, 10.64041, 16.84131], [18.74830, 12.31630, 16.32144], [20.78356, 12.18573, 15.51290], [22.00793, 11.98988, 21.94886], [22.51640, 10.90479, 20.64049], [20.79940, 10.83879, 21.37598], [22.05548, 13.16779, 19.92409], [20.36070, 13.07362, 20.45136], [17.74934, 8.96297, 24.58606], [18.03420, 8.58998, 23.14294], [17.33614, 9.49410, 22.25184], [17.72449, 10.74745, 22.16528], [18.78254, 11.22397, 22.45665], [16.67101, 11.63750, 21.39214], [16.67399, 11.11746, 20.14050], [15.44580, 11.66311, 21.94141], [17.07941, 12.88220, 21.27728], [18.15274, 9.92070, 24.87163], [18.26563, 8.21190, 25.18087], [16.68206, 8.89776, 24.81866], [17.59989, 7.66508, 22.84166], [19.10760, 8.65098, 22.92263], [17.04651, 20.60175, 20.84898], [16.67998, 19.25125, 20.39379], [16.99730, 18.28222, 21.50449], [16.24532, 18.16601, 22.56054], [15.22123, 18.70621, 22.81311], [16.81201, 17.04037, 23.44002], [16.16252, 15.87058, 23.04172], [18.10558, 16.89721, 23.34161], [16.51230, 17.26215, 24.77319], [17.03522, 21.22099, 19.98333], [18.10053, 20.62176, 21.12637], [16.37088, 20.98787, 21.62618], [17.22086, 18.83780, 19.53386], [15.60843, 19.15068, 20.21370], [19.29161, 15.14110, 14.14293], [18.32015, 14.14448, 13.67509], [18.18482, 14.38322, 12.21571], [17.27464, 13.66633, 11.56560], [16.46753, 12.90801, 11.97626], [17.35681, 14.02555, 10.00417], [16.19150, 14.60732, 9.66542], [18.30208, 14.88528, 9.77110], [17.53893, 12.99018, 9.19918], [18.84403, 16.11386, 13.96946], [20.24424, 15.06871, 13.62628], [19.50308, 15.05191, 15.22602], [17.31955, 14.28351, 14.07196], [18.65639, 13.10548, 13.76285], [21.18818, 16.66625, 20.10831], [19.85444, 16.50678, 20.80850], [19.01338, 15.63610, 19.96059], [18.57738, 15.98524, 18.78837], [18.77729, 17.04739, 18.26303], [17.58269, 14.82902, 18.30721], [17.50545, 14.81547, 16.97585], [17.87447, 13.60727, 18.72238], [16.45645, 15.12703, 18.87750], [21.19685, 17.37783, 19.30157], [21.57119, 15.70864, 19.68023], [21.91972, 16.91648, 20.88362], [19.29562, 17.44571, 20.90923], [19.88069, 16.06358, 21.82684], [18.69980, 19.80873, 24.37537], [20.08099, 19.29377, 24.42886], [21.02263, 20.19579, 23.76548], [21.00409, 20.32034, 22.47957], [20.41381, 19.70151, 21.67517], [21.88369, 21.57181, 21.99298], [21.14205, 22.20804, 21.07579], [22.23004, 22.40750, 22.95844], [22.99888, 21.09452, 21.39312], [18.61498, 20.75102, 24.92486], [18.01685, 19.08870, 24.82792], [18.33655, 19.96609, 23.35665], [20.25696, 18.30700, 23.99210], [20.52248, 19.24565, 25.41525]], "e_tot_ha": -6103.75900}

# 2
{"formula": "C56H112O26", "method": "ωB97M-V/def2-TZVPD", "elements": ["C", "C", "O", "C", "O", "O", "C", "H", "H", "H", "H", "H", "H", "H", "H", "C", "C", "O", "C", "O", "O", "C", "H", "H", "H", "H", "H", "H", "H", "H", "C", "C", "O", "C", "O", "O", "C", "H", "H", "H", "H", "H", "H", "H", "H", "C", "C", "O", "C", "O", "O", "C", "H", "H", "H", "H", "H", "H", "H", "H", "C", "C", "O", "C", "O", "O", "C", "H", "H", "H", "H", "H", "H", "H", "H", "C", "C", "O", "C", "O", "O", "C", "H", "H", "H", "H", "H", "H", "H", "H", "C", "C", "C", "O", "C", "H", "H", "H", "H", "H", "H", "H", "H", "C", "C", "C", "O", "C", "H", "H", "H", "H", "H", "H", "H", "H", "C", "C", "C", "O", "C", "H", "H", "H", "H", "H", "H", "H", "H", "C", "C", "C", "O", "C", "H", "H", "H", "H", "H", "H", "H", "H", "C", "C", "C", "O", "C", "H", "H", "H", "H", "H", "H", "H", "H", "C", "C", "C", "O", "C", "H", "H", "H", "H", "H", "H", "H", "H", "C", "C", "C", "O", "C", "H", "H", "H", "H", "H", "H", "H", "H", "C", "C", "C", "O", "C", "H", "H", "H", "H", "H", "H", "H", "H"], "xyz": [[-8.25567, 1.16674, 3.16594], [-7.47232, 0.58916, 1.92495], [-6.61220, -0.44825, 2.41427], [-5.25673, -0.24122, 2.48719], [-4.71708, 0.68790, 1.97256], [-4.70532, -1.23540, 3.10341], [-3.31371, -1.34196, 3.28452], [-7.62591, 1.60716, 3.93894], [-8.83025, 0.40728, 3.69621], [-8.90463, 1.99857, 2.89206], [-7.02341, 1.38444, 1.32988], [-8.08021, 0.20122, 1.10760], [-2.98139, -0.48077, 3.86418], [-2.67630, -1.34622, 2.40033], [-3.06318, -2.24158, 3.84668], [6.82847, 3.38177, 0.41536], [7.15606, 2.58289, 1.71804], [5.98978, 2.32430, 2.48425], [5.18549, 1.22800, 2.15346], [5.41294, 0.32768, 1.34855], [4.18343, 1.24845, 3.06292], [3.24085, 0.17994, 2.99622], [6.57931, 4.43272, 0.56210], [5.99836, 2.93412, -0.13110], [7.69391, 3.21650, -0.22636], [7.86510, 3.12030, 2.34777], [7.63073, 1.62720, 1.49566], [2.89204, -0.04813, 1.98904], [2.34079, 0.30591, 3.59799], [3.76989, -0.70974, 3.33782], [2.44406, 5.18070, 4.60559], [1.90555, 3.83639, 4.19939], [0.94775, 3.26372, 5.08628], [-0.29549, 3.63161, 5.15359], [-0.83309, 4.40953, 4.39003], [-0.76694, 3.12687, 6.27534], [-2.17841, 3.19080, 6.62101], [2.86477, 5.02781, 5.59944], [1.64096, 5.90826, 4.48823], [3.24298, 5.48843, 3.93096], [2.76674, 3.19429, 4.01456], [1.47390, 3.97894, 3.20871], [-2.77929, 2.47322, 6.06233], [-2.59742, 4.16613, 6.37351], [-2.29782, 3.05029, 7.69530], [-2.02858, 1.49958, -2.60991], [-2.00949, 2.64411, -3.56243], [-0.87066, 2.57778, -4.31004], [-0.67832, 3.48013, -5.27605], [-1.36694, 4.46019, -5.40440], [0.48402, 3.25928, -5.89842], [1.02590, 4.19048, -6.86420], [-2.78958, 1.61510, -1.83814], [-1.10247, 1.50355, -2.03510], [-2.21453, 0.55951, -3.12933], [-2.03805, 3.56493, -2.97988], [-2.87426, 2.54978, -4.21922], [1.92929, 3.86849, -7.38219], [1.35713, 5.13807, -6.43940], [0.36247, 4.38082, -7.70784], [-5.93408, -3.18202, -6.19231], [-6.83968, -2.57683, -5.13664], [-6.17310, -2.83038, -3.93374], [-5.25408, -1.94144, -3.50011], [-4.87885, -0.86584, -4.00766], [-4.83574, -2.25682, -2.28275], [-4.31036, -1.27512, -1.33254], [-5.11749, -2.48672, -6.38683], [-6.41020, -3.16823, -7.17273], [-5.50260, -4.18179, -6.14346], [-7.80203, -3.08863, -5.12913], [-7.11702, -1.52709, -5.23265], [-5.05356, -0.48721, -1.21032], [-3.34851, -0.96294, -1.73934], [-4.05205, -1.61640, -0.33009], [-1.74596, 2.11331, 1.14099], [-0.69706, 1.28298, 1.95006], [0.19087, 0.51687, 1.15432], [-0.10432, -0.53494, 0.40679], [-1.21071, -0.92091, 0.12758], [1.05114, -1.12366, -0.03862], [1.00401, -2.08761, -1.04624], [-1.38345, 2.61801, 0.24547], [-2.27404, 2.84575, 1.75153], [-2.48761, 1.41681, 0.74992], [-1.17430, 0.55760, 2.60897], [-0.24667, 1.99102, 2.64571], [0.48556, -1.66008, -1.90446], [0.49715, -2.97929, -0.67732], [1.99285, -2.38712, -1.39348], [-1.24002, 6.20416, 1.91084], [-2.60968, 5.51678, 1.74278], [-3.44274, 6.76289, 1.68706], [-2.71868, 7.63260, 0.80388], [-1.33430, 7.47445, 0.96827], [-0.37937, 5.59893, 1.62611], [-1.07338, 6.50646, 2.94474], [-2.84454, 4.82456, 2.55133], [-2.69004, 4.96859, 0.80409], [-3.67568, 7.30388, 2.60421], [-4.43278, 6.62574, 1.25222], [-0.88138, 8.37187, 1.38970], [-0.85221, 7.15047, 0.04593], [4.23416, 2.02011, -3.30677], [2.73379, 1.61248, -3.33629], [2.71195, 0.23691, -4.02059], [4.11548, -0.14655, -4.17735], [5.04444, 0.66910, -3.45006], [4.58731, 2.46970, -2.37873], [4.37643, 2.63897, -4.19270], [2.23944, 2.44637, -3.83461], [2.33368, 1.34986, -2.35698], [2.25352, 0.35515, -5.00241], [2.14737, -0.44356, -3.38317], [5.95233, 0.91669, -4.00009], [5.37461, 0.22543, -2.51078], [6.24272, -2.69603, 0.44550], [6.79406, -3.95109, -0.20481], [5.49003, -4.69458, -0.47350], [4.52337, -3.69166, -0.75709], [4.93388, -2.39422, -0.35209], [6.90137, -1.84520, 0.27122], [6.05100, -2.84935, 1.50749], [7.38153, -4.48615, 0.54130], [7.38641, -3.60919, -1.05352], [5.26291, -5.21835, 0.45504], [5.61198, -5.42636, -1.27208], [4.16194, -1.91436, 0.24953], [5.08895, -1.88672, -1.30420], [-0.74454, -1.49014, 6.81943], [-0.53203, -2.51280, 5.76565], [0.32433, -1.79241, 4.74627], [0.20910, -0.38266, 4.96482], [-0.81016, -0.21033, 6.00002], [0.05235, -1.50757, 7.56291], [-1.66072, -1.59709, 7.40019], [-1.52257, -2.78229, 5.39915], [-0.15197, -3.50109, 6.02436], [0.22736, -2.08016, 3.69942], [1.37679, -1.96449, 4.97171], [-1.75374, -0.19419, 5.45460], [-0.64924, 0.67105, 6.62081], [-1.43409, -4.34083, 2.00048], [-2.72050, -4.39293, 1.21759], [-2.31553, -5.41666, 0.09570], [-1.55442, -6.46657, 0.78957], [-0.92077, -5.84670, 1.94430], [-1.61893, -3.94679, 2.99981], [-0.61562, -3.78304, 1.54542], [-3.05719, -3.44290, 0.80262], [-3.53857, -4.80840, 1.80601], [-1.69085, -4.91105, -0.64067], [-3.21892, -5.79983, -0.37882], [0.16015, -5.85561, 1.80413], [-1.10231, -6.41168, 2.85860], [-1.43905, -2.18117, -5.49564], [-1.31141, -3.54102, -6.08494], [-0.49177, -4.31900, -5.08720], [-0.84177, -3.73405, -3.81634], [-1.67455, -2.55344, -4.02613], [-2.31459, -1.62951, -5.83798], [-0.55603, -1.58989, -5.73807], [-0.84647, -3.57635, -7.07017], [-2.32460, -3.88628, -6.29070], [0.56429, -4.08331, -5.21868], [-0.75226, -5.37178, -5.19634], [-1.44181, -1.78274, -3.29131], [-2.68855, -2.90187, -3.82993], [2.58357, -5.88076, -1.76006], [1.42841, -6.10148, -0.76822], [0.73610, -7.38973, -1.23875], [1.48066, -7.84973, -2.35932], [2.12585, -6.75484, -2.93282], [3.50280, -6.30463, -1.35577], [2.67266, -4.81327, -1.96160], [0.65338, -5.33634, -0.81280], [1.74994, -6.18731, 0.26973], [-0.24253, -7.08426, -1.60897], [0.69707, -8.09423, -0.40793], [1.52980, -6.24038, -3.68658], [2.95655, -7.00892, -3.59121], [3.37064, 4.30047, 0.23249], [2.21703, 5.25469, 0.16963], [1.22075, 4.53674, -0.77569], [1.35375, 3.19075, -0.29020], [2.62987, 2.96473, 0.29997], [3.96530, 4.47626, 1.12892], [4.03099, 4.37372, -0.63161], [2.50023, 6.26757, -0.11670], [1.80209, 5.31910, 1.17550], [1.51327, 4.62731, -1.82179], [0.20875, 4.93630, -0.70999], [3.21230, 2.14710, -0.12471], [2.48180, 2.66058, 1.33615]], "relative_energy_kcal_mol": 74.1, "e_tot_ha": -4156.95849}